{"formula": "C22H27N5O4PtS4SiTe", "method": "ωB97M-V/def2-TZVPD", "orbital_gap_ha": 0.201, "energy_ha": -3698.96363, "e_lumo_ha": 0.145, "total_charge": -2, "homo_energy_ha": -0.0561, "species": ["Pt", "O", "H", "H", "N", "C", "C", "C", "C", "C", "C", "S", "O", "O", "N", "C", "S", "C", "C", "N", "H", "H", "H", "H", "H", "H", "H", "H", "O", "S", "N", "Te", "C", "C", "C", "C", "S", "H", "H", "H", "C", "Si", "C", "C", "N", "C", "C", "C", "C", "C", "C", "H", "H", "H", "H", "H", "H", "H", "H", "H", "H", "H", "H", "H", "H"], "coordinates": [[-0.160499, -1.188525, -0.509841], [-0.449140, -4.056392, 1.034320], [-0.292984, -3.749098, 0.119830], [-0.179220, -3.308482, 1.577790], [-3.133775, 3.408013, 3.406297], [-3.260978, 3.183914, 2.035895], [-4.271283, 2.354042, 1.546604], [-4.323552, 2.041135, 0.203168], [-3.383651, 2.569852, -0.663308], [-2.440233, 3.473310, -0.206762], [-2.395459, 3.802609, 1.132846], [-3.160842, 1.770957, -2.251852], [-2.357034, 2.633530, -3.081514], [-4.459312, 1.403299, -2.791647], [-2.303248, 0.498566, -1.775926], [-2.889176, -0.601536, -1.410306], [-4.581117, -1.019506, -1.759770], [-4.327608, -2.534597, -0.924091], [-3.064527, -2.624218, -0.469297], [-2.276671, -1.550274, -0.738219], [-3.489005, 2.634661, 3.954912], [-2.178627, 3.610877, 3.671870], [-4.971588, 1.901901, 2.236232], [-5.060932, 1.351653, -0.180695], [-1.732207, 3.878512, -0.910983], [-1.649953, 4.487890, 1.506440], [-5.130039, -3.236894, -0.818431], [-2.634167, -3.442644, 0.083330], [0.873989, -3.285621, -3.940726], [-0.326462, -2.892370, -3.120447], [0.008317, -2.876089, -1.602602], [-1.238756, 0.238151, 1.488903], [0.157128, 1.101388, 2.808880], [1.454781, 1.469324, 2.610684], [2.076724, 2.053045, 3.733277], [1.249152, 2.156150, 4.805640], [-0.320153, 1.520840, 4.437295], [1.952917, 1.296603, 1.672507], [3.104980, 2.388940, 3.739281], [1.444416, 2.541294, 5.787667], [2.977793, -3.531756, -0.435203], [2.878886, -1.763114, 0.306457], [2.241487, -1.871799, 2.111319], [4.708874, -1.171384, 0.505719], [1.825893, -0.696709, -0.539886], [2.049699, -0.137393, -1.768205], [3.271746, -0.241214, -2.451400], [3.449509, 0.339673, -3.688474], [2.427503, 1.047294, -4.297209], [1.214472, 1.176640, -3.636701], [1.029946, 0.611627, -2.395009], [2.185502, -4.161155, -0.043148], [3.930971, -4.017255, -0.237344], [2.838125, -3.491718, -1.512663], [2.153716, -2.903595, 2.436856], [1.266526, -1.403190, 2.211851], [2.912024, -1.367050, 2.800237], [5.116720, -1.556057, 1.436432], [4.789112, -0.089529, 0.533451], [5.345533, -1.528253, -0.297246], [4.069441, -0.816340, -2.008325], [4.402599, 0.224729, -4.192455], [2.572335, 1.476242, -5.279981], [0.396831, 1.722465, -4.090337], [0.064550, 0.744632, -1.905982]], "forces_ev_per_a": [[-2.387, 0.113, 2.038], [-0.039, -0.421, 0.007], [0.069, 0.000, 0.238], [-0.049, 0.182, -0.106], [-0.058, 0.133, 0.282], [-0.199, 0.040, -0.329], [0.070, 0.161, 0.019], [-0.138, 0.039, 0.064], [0.049, -0.254, -0.588], [-0.065, 0.019, -0.084], [-0.204, -0.079, 0.122], [0.270, 0.051, 0.266], [0.170, -0.086, 0.245], [-0.043, 0.116, 0.245], [0.285, 1.603, -1.031], [-1.479, -0.076, -0.348], [0.166, -0.743, 0.356], [-0.002, 0.312, -0.126], [-0.365, -0.648, 0.163], [1.481, 0.547, 0.161], [0.140, 0.100, -0.049], [-0.082, -0.119, 0.046], [-0.042, -0.049, 0.070], [-0.069, -0.070, 0.041], [0.184, 0.037, -0.052], [0.180, 0.062, 0.034], [-0.068, -0.218, 0.086], [0.049, -0.075, 0.064], [-2.075, 0.111, 0.310], [3.571, -0.266, 2.942], [-0.317, -0.532, -4.380], [0.511, -0.186, -0.034], [-0.346, 0.167, 0.167], [-0.104, -0.237, -0.392], [0.157, 0.231, 0.454], [-0.386, -0.085, 0.053], [0.557, -0.121, -0.395], [0.061, -0.060, -0.242], [0.028, -0.004, 0.030], [0.151, 0.139, 0.157], [0.008, 0.661, 0.101], [0.124, -0.642, 0.700], [0.145, 0.021, -0.595], [-0.607, -0.059, -0.296], [-0.156, -0.504, 0.206], [0.287, 0.470, -0.286], [-0.084, -0.099, 0.164], [0.166, 0.089, -0.186], [0.122, 0.095, -0.308], [0.030, 0.034, -0.121], [-0.164, 0.142, 0.057], [-0.198, -0.050, 0.094], [0.253, -0.024, 0.164], [-0.047, 0.057, -0.178], [0.004, -0.306, 0.027], [-0.156, 0.044, -0.043], [0.189, 0.151, 0.119], [-0.024, -0.147, 0.224], [-0.037, 0.288, 0.010], [0.131, -0.074, -0.228], [0.147, -0.079, 0.016], [0.036, -0.017, -0.041], [0.000, 0.052, -0.061], [-0.062, 0.032, 0.017], [0.259, 0.032, -0.062]]}